Entry from OMol25: C33H35N5P3Se2V as an isolated structure (ωB97M-V/def2-TZVPD).

```
79
Properties=species:S:1:pos:R:3
C -3.229 -2.037 -0.050
C 0.387 2.382 -4.244
C -2.117 2.398 0.865
H -1.604 -0.776 -6.274
V 2.553 0.363 1.619
C -1.745 -1.976 -2.603
C 6.102 -0.511 -0.257
C 5.597 0.600 1.584
H 4.773 1.746 3.177
C -2.870 -1.313 -4.629
N 0.377 -2.766 0.681
C 0.502 1.275 -2.121
C 0.189 -0.659 0.060
H -3.729 3.391 1.858
C -4.375 2.436 0.051
Se 1.243 2.270 0.894
H 3.006 2.075 4.941
H -6.589 -2.474 -0.044
H -1.010 2.718 -2.657
H 2.629 -2.061 4.329
H 3.032 0.270 -4.129
H 6.252 0.867 3.590
H 6.333 2.327 2.593
H -3.787 -1.143 -5.175
H -4.175 -0.107 2.569
C -2.921 -1.755 -3.320
C 2.154 0.805 -3.800
N 1.312 -2.113 1.267
H -3.885 -1.921 -2.858
P -1.799 -2.714 -0.948
H -0.102 3.077 -4.912
C -1.742 1.636 -0.241
H -0.225 -0.304 5.011
C -0.354 -1.926 -0.099
H -2.164 -0.826 1.378
H -0.484 0.430 3.410
H -4.576 -3.263 -1.195
Se -1.743 -4.777 -0.978
P -0.068 1.057 -0.448
H 0.486 -1.232 -5.038
C -3.130 -1.176 1.038
H 1.646 1.506 5.918
H -2.394 0.742 -2.088
C -3.997 1.695 -1.059
C 1.644 0.588 -2.537
C 4.779 -0.643 -0.017
C 1.983 1.703 4.898
H 6.730 -0.895 -1.036
H -6.401 -0.896 1.848
P 1.861 0.180 3.922
C -5.622 -2.092 0.250
H -0.013 -1.282 3.537
H 4.044 -1.216 -0.557
C -4.266 -0.767 1.718
H 2.122 -0.131 -1.878
C -1.642 -1.107 -5.247
H 0.403 -2.012 -2.712
C -0.470 -1.356 -4.550
C -0.521 -1.787 -3.234
C 1.523 1.704 -4.654
H -4.727 1.426 -1.809
C 5.750 1.430 2.803
C -3.436 2.796 1.006
H 1.922 1.873 -5.643
H 1.346 2.471 4.455
C -4.487 -2.515 -0.416
N 4.464 0.049 1.151
H 2.323 -1.188 5.846
N 6.593 0.274 0.759
H 3.804 -0.870 4.922
H 7.556 0.556 0.871
C -5.516 -1.211 1.316
C 0.113 -0.290 3.974
H -1.391 2.682 1.615
C -0.128 2.176 -2.973
H -5.403 2.746 0.166
C 2.743 -1.105 4.842
C -2.682 1.300 -1.213
N 1.246 -0.829 0.907
```

The relative energy (zero: lowest compared OMol25 entry of this formula, charge and spin) is 19.5 kJ/mol. As for the strongest force on any atom: 0.65 eV Å⁻¹. Its multiplicity is 3. As for the charge: +2.

=====

Entry from OMol25: a 3-piece molecular cluster, C18H39Cl2N4O4 overall in a non-equilibrium geometry (ωB97M-V/def2-TZVPD).

```
67
Properties=species:S:1:pos:R:3
H -0.440 1.788 4.309
H 1.216 0.121 4.462
H -0.320 -1.406 1.621
H -1.766 -1.365 2.617
O -4.561 -4.831 -2.028
C -2.321 0.768 4.482
H -2.567 0.635 1.360
H -3.816 -3.082 -2.991
H -1.427 1.882 2.894
H 1.565 2.450 -2.395
H 0.171 -5.052 -1.566
C 0.276 -3.938 -1.860
N -4.449 -4.901 -0.671
H 2.883 4.580 0.949
C 0.054 3.914 -1.965
H -2.160 -0.680 0.263
H -0.502 -1.070 5.734
H -1.044 0.677 0.445
C 0.596 -0.594 3.910
H 1.305 -1.146 3.280
N -2.248 -3.957 -1.796
H -0.739 -2.251 4.431
H 1.053 3.969 2.384
C 2.936 -3.895 -2.266
C 1.955 4.276 0.450
H 3.612 3.619 -2.410
H 3.701 -3.940 -3.131
O -2.049 -1.606 -4.056
C -1.740 0.028 0.983
H 0.175 3.182 1.076
C -1.134 -1.973 -3.061
Cl 1.355 -5.495 -3.901
C 1.182 2.983 -1.519
H -3.190 -4.684 -3.633
C -1.066 -3.507 -2.619
H 1.702 2.492 1.665
C 1.483 -3.900 -2.940
Cl 0.620 -3.010 -0.321
C 1.176 3.424 1.444
H 2.195 5.521 -3.011
H -2.938 0.031 3.963
N -0.314 0.132 3.031
H -0.818 3.319 -2.253
C -0.016 -1.582 4.902
H 1.366 -2.985 -3.609
H 3.778 6.133 -2.568
H 3.109 -2.993 -1.578
C -1.094 1.184 3.670
O -0.390 -1.037 -2.598
H -1.115 -4.128 -3.597
C -3.448 -4.120 -2.655
H 4.183 4.419 -0.981
H 1.393 5.197 0.250
H 3.018 -4.874 -1.656
N 2.296 3.571 -0.781
H 0.337 4.503 -2.838
H -1.968 -4.909 -1.481
C -1.035 -0.731 2.100
H 2.443 6.289 -1.430
C 2.890 5.628 -2.177
H 0.773 -2.207 5.333
H -0.266 4.596 -1.173
H -2.951 1.643 4.669
O -4.885 -3.936 -0.126
H -2.044 0.365 5.457
C 3.285 4.272 -1.593
H 0.740 2.195 -0.901
```

The relative energy (zero: lowest compared OMol25 entry of this formula, charge and spin) is 185.0 kJ/mol. As for the strongest force on any atom: 6.27 eV Å⁻¹. Its multiplicity is 1. As for the charge: -1.

=====

Entry from OMol25: C19H27NOV as an isolated structure in a non-equilibrium geometry (ωB97M-V/def2-TZVPD).

```
49
Properties=species:S:1:pos:R:3
C -2.129 -1.541 -0.512
N 2.586 0.897 0.323
H -1.622 -0.151 -2.085
H -3.474 0.522 3.470
H 1.489 -2.025 0.818
C -3.244 -2.555 -0.246
C 2.015 -1.770 -2.486
H 0.184 -0.613 -3.883
H 2.333 2.149 3.484
C 3.200 -1.462 -0.532
C -1.547 1.182 2.796
H -3.370 -0.309 -1.785
H 1.481 1.650 1.248
H 0.241 -2.678 -1.476
H 1.464 2.065 -2.928
O 0.063 0.226 -0.293
C 1.153 -2.091 -1.404
C 0.724 1.931 2.056
H -0.260 3.791 2.701
H -4.224 -2.059 -0.259
C 3.267 -1.331 -1.960
H 2.448 0.708 -3.703
V 1.797 0.152 -1.200
C 1.505 0.985 -3.203
H 0.754 1.902 4.262
C 1.377 1.621 3.399
H -0.616 0.931 -3.225
C -0.537 1.099 1.851
H -0.047 3.618 0.949
C -1.929 -0.576 0.649
H -3.107 -3.050 0.721
H -2.490 -1.591 -2.637
H -1.396 1.861 3.636
H 4.020 -1.354 0.171
C -0.747 0.241 0.718
H -3.765 -1.070 1.602
H -3.241 -3.319 -1.031
C 0.297 0.308 -3.281
C -2.875 -0.458 1.653
H 1.580 0.546 3.469
C 0.421 3.419 1.920
C 1.862 -1.850 -0.181
H 4.147 -1.035 -2.533
C -2.704 0.434 2.706
H 1.772 -1.948 -3.533
H -1.187 -2.094 -0.620
H 1.344 4.006 1.973
C -2.417 -0.850 -1.833
H 3.404 1.532 0.250
```

As for the strongest force on any atom: 3.01 eV Å⁻¹. Its multiplicity is 3. As for the charge: -1. The calculation puts the total energy at -1814.08821 Ha.

=====

Entry from OMol25: C4H6S3 as an isolated structure in a non-equilibrium geometry (ωB97M-V/def2-TZVPD).

```
13
Properties=species:S:1:pos:R:3
S 0.735 1.337 -0.446
C -0.768 0.520 -1.082
H -1.974 2.267 -0.313
H -3.025 0.636 -0.939
H -0.603 -0.498 -1.389
C 2.114 0.126 -0.323
S 1.723 -1.527 0.126
C 0.172 -1.215 1.157
C -2.001 1.197 -0.828
H -0.741 -1.812 0.651
H -0.075 0.091 1.322
S 3.739 0.588 -0.373
H 0.704 -1.708 2.438
```

The relative energy (zero: lowest compared OMol25 entry of this formula, charge and spin) is 399.9 kJ/mol. As for the strongest force on any atom: 4.86 eV Å⁻¹. Its multiplicity is 1.